{
  "formula": "C3H6N2O3",
  "method": "the ωB97M-V functional and the def2-TZVPD basis",
  "species": ["O", "C", "N", "C", "O", "O", "C", "N", "H", "H", "H", "H", "H", "H"],
  "xyz": [[-0.680, -1.781, 0.207], [-0.396, -0.599, 0.143], [-0.121, 0.014, -1.055], [0.756, -0.676, -1.967], [0.631, -1.991, -1.982], [1.474, -0.037, -2.669], [-0.482, 0.286, 1.362], [-0.086, 1.667, 1.087], [0.187, 0.979, -0.951], [0.185, -2.236, -1.144], [-1.484, 0.264, 1.720], [0.026, -0.145, 2.225], [-0.780, 2.295, 1.474], [0.771, 1.961, 1.549]],
  "forces_ev_per_angstrom": [[0.4, -0.5, 0.4], [-1.0, 0.2, 0.0], [1.3, -0.2, 0.4], [-0.8, 0.2, -0.3], [0.6, 0.2, 0.0], [0.3, 0.1, -0.4], [0.7, 0.7, 0.3], [-0.1, 0.5, 0.5], [-0.2, 0.0, 0.0], [-0.6, -0.4, 0.0], [-1.2, 0.0, -0.1], [0.5, -0.4, -0.3], [-0.1, 0.0, -0.3], [0.0, -0.5, -0.2]],
  "mulliken_charge": [-0.694, 0.416, -0.225, 0.439, -0.469, -0.529, -0.201, -0.627, 0.341, 0.465, 0.309, 0.335, 0.234, 0.204],
  "smiles": "NCC(=O)NC(=O)O",
  "de_lowest_kj_mol": 29.3,
  "spin_multiplicity": 1,
  "homo_energy_ev": -10.59,
  "homo_lumo_gap_ev": 11.016
}